Arrangement A

A cluster of 2 separate species, C9H17N2 in total, computed with the ωB97M-V functional and the def2-TZVPD basis.

Element x y z (Å)
1 C 0.945 0.565 -0.964
2 C 1.871 -0.298 -0.502
3 C -2.257 0.912 1.215
4 C -2.361 -1.409 -0.217
5 C -1.771 -0.475 0.914
6 C -0.085 1.192 -0.137
7 C 2.992 -0.799 -1.299
8 C 1.821 -0.921 0.923
9 C -0.252 3.580 -0.261
10 N -1.060 0.756 0.560
11 N -1.544 -2.635 -0.364
12 H 1.086 1.192 -1.880
13 H -3.165 1.038 0.462
14 H -2.382 1.434 2.197
15 H -3.408 -1.672 0.170
16 H -2.454 -0.869 -1.160
17 H -1.445 -1.039 1.844
18 H 3.913 -0.404 -0.904
19 H 3.031 -1.858 -1.389
20 H 2.992 -0.461 -2.307
21 H 1.455 -0.167 1.530
22 H 1.162 -1.814 0.825
23 H 2.801 -1.048 1.161
24 H 0.472 3.476 -1.151
25 H 0.137 3.912 0.693
26 H -1.242 3.431 -0.689
27 H -1.356 -2.986 0.528
28 H -2.037 -3.433 -0.819

Results
net charge = +1
frontier orbital gap (alpha / beta) = 8.58 / 8.57 eV
highest occupied orbital energy (alpha / beta) = -12.622 / -12.622 eV
E_LUMO (alpha / beta) = -4.05 / -4.05 eV

***

Arrangement B

A cluster of 2 separate species, C9H17N2 in total, computed with the ωB97M-V functional and the def2-TZVPD basis.

Element x y z (Å)
1 C 1.641 -1.593 -0.913
2 C 2.062 -0.907 0.318
3 C 1.813 1.621 -0.468
4 C 0.162 -1.181 -1.178
5 C 0.931 1.274 -1.591
6 C -2.960 0.425 0.198
7 C 1.200 0.426 0.270
8 C -2.871 -0.604 1.201
9 C 0.404 0.786 1.484
10 N -1.911 0.841 -0.394
11 N 0.448 0.230 -0.927
12 H 2.179 -1.394 -1.852
13 H 1.741 -2.595 -0.678
14 H 1.634 -1.327 1.297
15 H 3.145 -0.870 0.513
16 H 2.912 1.564 -0.579
17 H 1.606 2.668 -0.194
18 H -0.316 -1.304 -2.188
19 H -0.387 -1.629 -0.360
20 H 0.619 1.539 -2.551
21 H -3.894 0.829 -0.182
22 H -3.366 -1.459 0.945
23 H -3.305 -0.372 2.233
24 H -1.856 -0.913 1.278
25 H 0.922 1.112 2.332
26 H -0.140 -0.087 1.874
27 H -0.308 1.527 1.367
28 H -2.104 1.394 -1.258

Results
net charge = +1
frontier orbital gap = 9.20 eV
highest occupied orbital energy = -13.207 eV
E_LUMO = -4.01 eV

***

Verdict on stability: arrangement A comes out at the bottom.

***

Arrangement A

A cluster of 2 separate species, C14H17N3 in total, computed with the ωB97M-V functional and the def2-TZVPD basis.

Element x y z (Å)
1 C 2.886 0.541 -1.014
2 C 2.410 1.603 -0.036
3 C 1.954 2.922 -0.340
4 N 1.449 3.534 0.919
5 C 1.486 2.479 1.881
6 C 1.173 2.507 3.241
7 C 1.208 1.292 3.963
8 C 1.863 0.171 3.458
9 C 2.240 0.184 2.115
10 C 2.166 1.356 1.344
11 H 2.135 0.617 -1.821
12 H 2.747 -0.424 -0.435
13 H 3.913 0.627 -1.334
14 H 2.224 3.520 -1.263
15 H 0.444 3.863 0.911
16 H 0.624 3.340 3.737
17 H 0.869 1.228 4.987
18 H 1.948 -0.722 4.086
19 H 2.591 -0.725 1.641
20 C -2.931 -1.256 -3.850
21 C -3.361 -1.023 -2.372
22 C -2.637 -1.792 -1.391
23 C -2.610 -3.070 -0.869
24 N -1.548 -3.244 0.030
25 C -0.943 -1.947 0.094
26 N -1.603 -1.109 -0.715
27 H -3.642 -0.652 -4.468
28 H -2.952 -2.318 -4.049
29 H -1.797 -0.800 -3.963
30 H -3.198 0.153 -2.294
31 H -4.513 -1.215 -2.304
32 H -3.219 -3.890 -1.130
33 H -1.349 -4.076 0.616
34 H -0.030 -1.674 0.626

Results
net charge = 0
frontier orbital gap = 8.66 eV
highest occupied orbital energy = -7.855 eV
E_LUMO = 0.80 eV

***

Arrangement B

A cluster of 2 separate species, C14H17N3 in total, computed with the ωB97M-V functional and the def2-TZVPD basis.

Element x y z (Å)
1 N -3.224 -1.900 -2.262
2 C -2.232 -1.859 -1.638
3 C -1.015 -1.794 -0.886
4 C -0.043 -2.790 -1.210
5 N 0.726 -3.617 -1.530
6 C -0.863 -0.967 0.199
7 C 0.203 -1.177 1.165
8 C 1.539 -1.464 0.821
9 C 2.437 -1.863 1.811
10 C 2.013 -2.008 3.139
11 C 0.717 -1.603 3.494
12 C -0.153 -1.116 2.528
13 H -1.730 -0.406 0.561
14 H 1.864 -1.370 -0.220
15 H 3.462 -2.099 1.529
16 H 2.693 -2.413 3.889
17 H 0.377 -1.682 4.525
18 H -1.154 -0.753 2.776
19 C -2.522 2.103 -2.338
20 C -1.573 1.347 -1.413
21 N -0.385 2.032 -1.096
22 C 0.753 1.528 -0.434
23 C 1.923 2.506 -0.395
24 H -3.374 1.453 -2.557
25 H -2.886 3.023 -1.868
26 H -2.002 2.337 -3.275
27 H -2.093 1.127 -0.469
28 H -1.331 0.388 -1.893
29 H -0.298 2.968 -1.468
30 H 0.456 1.254 0.589
31 H 1.084 0.591 -0.909
32 H 2.725 2.090 0.218
33 H 2.300 2.665 -1.412
34 H 1.606 3.467 0.027

Results
net charge = 0
frontier orbital gap = 7.17 eV
highest occupied orbital energy = -8.245 eV
E_LUMO = -1.07 eV

***

Verdict on stability: arrangement B comes out at the bottom.

***

Arrangement A

An isolated molecule of C2H8N6, computed with the ωB97M-V functional and the def2-TZVPD basis.

Element x y z (Å)
1 N -3.480 -0.632 -0.007
2 N -2.299 0.236 -0.025
3 C -1.190 -0.398 -0.134
4 N 0.010 0.259 -0.127
5 N 0.029 1.676 -0.174
6 C 1.229 -0.454 -0.062
7 N 2.303 0.225 -0.074
8 N 3.477 -0.589 -0.035
9 H -3.998 -0.295 0.793
10 H -4.066 -0.304 -0.844
11 H -1.120 -1.502 -0.220
12 H 0.681 2.121 0.570
13 H -0.887 1.955 0.103
14 H 1.028 -1.605 0.150
15 H 3.948 -0.283 0.884
16 H 4.336 -0.409 -0.798

Results
net charge = 0
frontier orbital gap = 9.48 eV
highest occupied orbital energy = -8.326 eV
E_LUMO = 1.15 eV

***

Arrangement B

A structure of composition C2H8N6, computed with the ωB97M-V functional and the def2-TZVPD basis.

Element x y z (Å)
1 C -0.367 1.059 -0.418
2 C 0.478 -1.158 -0.717
3 H -2.263 2.598 1.013
4 H -0.632 2.343 2.062
5 H -1.701 -0.087 1.141
6 H 0.698 2.146 -1.282
7 H 0.511 -0.813 1.277
8 H 1.013 -2.588 0.912
9 H 1.181 -1.581 -2.499
10 H 1.936 -3.052 -1.194
11 N -1.616 1.896 1.629
12 N -0.948 0.729 0.896
13 N -0.020 2.274 -0.567
14 N 0.091 -0.042 -1.302
15 N 0.251 -1.826 0.628
16 N 1.388 -1.898 -1.580

Results
net charge = 0
frontier orbital gap = 9.28 eV
highest occupied orbital energy = -9.063 eV
E_LUMO = 0.21 eV

***

Verdict on stability: arrangement B comes out at the bottom.

***

Arrangement A

An isolated molecule of C17H19NO5, computed with the ωB97M-V functional and the def2-TZVPD basis.

Element x y z (Å)
1 O -3.521 -1.718 1.364
2 C -3.436 -0.806 0.587
3 O -4.168 0.299 0.677
4 C -2.537 -0.866 -0.649
5 C -2.509 0.403 -1.528
6 C -1.480 1.392 -1.054
7 C -1.766 2.312 -0.057
8 C -0.787 3.164 0.419
9 C 0.500 3.110 -0.100
10 O 1.500 3.916 0.349
11 C 0.791 2.205 -1.116
12 C -0.195 1.357 -1.582
13 N -1.211 -1.234 -0.187
14 C -0.375 -2.081 -0.883
15 O -0.658 -2.602 -1.929
16 C 0.922 -2.184 -0.107
17 C 2.073 -1.589 -0.925
18 C 3.359 -1.556 -0.099
19 C 3.130 -0.994 1.316
20 C 1.757 -0.345 1.456
21 C 0.674 -1.393 1.183
22 C -0.688 -0.763 0.999
23 O -1.256 0.005 1.730
24 H -4.689 0.281 1.495
25 H -2.894 -1.713 -1.252
26 H -3.503 0.848 -1.521
27 H -2.267 0.096 -2.547
28 H -2.759 2.355 0.360
29 H -1.019 3.871 1.204
30 H 1.166 4.486 1.052
31 H 1.789 2.185 -1.525
32 H 0.035 0.657 -2.374
33 H 1.139 -3.237 0.089
34 H 2.219 -2.185 -1.826
35 H 1.806 -0.578 -1.234
36 H 4.091 -0.948 -0.632
37 H 3.765 -2.566 -0.029
38 H 3.206 -1.799 2.050
39 H 3.901 -0.261 1.557
40 H 1.657 0.489 0.761
41 H 1.625 0.052 2.463
42 H 0.612 -2.063 2.047

Results
net charge = 0
frontier orbital gap = 9.25 eV
highest occupied orbital energy = -8.568 eV
E_LUMO = 0.68 eV

***

Arrangement B

A structure of composition C17H19NO5, computed with the ωB97M-V functional and the def2-TZVPD basis.

Element x y z (Å)
1 C -0.683 -1.352 2.274
2 C -1.542 -0.784 1.191
3 C -1.425 0.644 0.771
4 C -2.408 1.040 -0.167
5 C -3.436 0.086 -0.829
6 C -3.637 -1.146 -0.237
7 C -2.780 -1.696 0.815
8 H -2.796 -2.580 0.833
9 C -4.704 -1.912 -0.961
10 H -4.163 -2.788 -1.456
11 H -5.372 -1.171 -1.495
12 H -5.345 -2.295 -0.173
13 H -4.111 0.514 -1.514
14 O -2.439 2.457 -0.557
15 C -1.430 3.199 -0.334
16 C -0.130 2.708 -0.573
17 O 0.155 1.685 -1.433
18 O 0.879 3.401 -0.057
19 C 2.362 3.296 -0.615
20 H 2.779 4.166 -0.283
21 H 2.219 2.898 -1.700
22 C 2.813 2.176 0.431
23 O 3.949 2.394 0.947
24 N 2.216 0.957 0.421
25 H 1.486 0.948 -0.613
26 C 2.874 -0.247 0.920
27 C 2.904 -1.611 -0.006
28 C 3.862 -1.595 -0.976
29 C 3.284 -2.982 -1.447
30 C 2.220 -3.287 -0.879
31 O 1.902 -2.224 -0.061
32 H 1.460 -4.077 -1.213
33 H 3.876 -3.455 -2.321
34 H 4.704 -1.349 -1.186
35 H 2.089 -0.601 1.760
36 H 3.813 0.205 1.364
37 H -1.606 4.188 -0.845
38 H -1.377 3.382 1.148
39 H -0.823 1.206 1.250
40 H -0.372 -0.441 2.869
41 H -1.165 -2.109 3.028
42 H -0.101 -1.847 1.907

Results
net charge = 0
frontier orbital gap = 8.48 eV
highest occupied orbital energy = -8.373 eV
E_LUMO = 0.11 eV

***

Verdict on stability: arrangement B comes out at the bottom.